{"formula": "C72H168N6O24", "method": "ωB97M-V/def2-TZVPD", "symbols": ["O", "O", "O", "O", "O", "O", "O", "O", "O", "O", "O", "O", "O", "O", "O", "O", "O", "O", "O", "O", "O", "O", "O", "O", "N", "N", "N", "N", "N", "N", "C", "C", "C", "C", "C", "C", "C", "C", "C", "C", "C", "C", "C", "C", "C", "C", "C", "C", "C", "C", "C", "C", "C", "C", "C", "C", "C", "C", "C", "C", "C", "C", "C", "C", "C", "C", "C", "C", "C", "C", "C", "C", "C", "C", "C", "C", "C", "C", "C", "C", "C", "C", "C", "C", "C", "C", "C", "C", "C", "C", "C", "C", "C", "C", "C", "C", "C", "C", "C", "C", "C", "C", "H", "H", "H", "H", "H", "H", "H", "H", "H", "H", "H", "H", "H", "H", "H", "H", "H", "H", "H", "H", "H", "H", "H", "H", "H", "H", "H", "H", "H", "H", "H", "H", "H", "H", "H", "H", "H", "H", "H", "H", "H", "H", "H", "H", "H", "H", "H", "H", "H", "H", "H", "H", "H", "H", "H", "H", "H", "H", "H", "H", "H", "H", "H", "H", "H", "H", "H", "H", "H", "H", "H", "H", "H", "H", "H", "H", "H", "H", "H", "H", "H", "H", "H", "H", "H", "H", "H", "H", "H", "H", "H", "H", "H", "H", "H", "H", "H", "H", "H", "H", "H", "H", "H", "H", "H", "H", "H", "H", "H", "H", "H", "H", "H", "H", "H", "H", "H", "H", "H", "H", "H", "H", "H", "H", "H", "H", "H", "H", "H", "H", "H", "H", "H", "H", "H", "H", "H", "H", "H", "H", "H", "H", "H", "H", "H", "H", "H", "H", "H", "H", "H", "H", "H", "H", "H", "H", "H", "H", "H", "H", "H", "H", "H", "H", "H", "H", "H", "H"], "xyz": [[-4.0653, 23.8585, 13.0559], [-2.3574, 21.7649, 12.9290], [0.2878, 22.5119, 25.3718], [5.5276, 23.3333, 18.8247], [-4.3932, 25.5272, 14.9622], [1.5039, 20.8109, 15.1214], [0.3807, 23.0444, 13.7760], [-1.2702, 28.1943, 16.1372], [1.2085, 28.7391, 16.3356], [0.8396, 25.3346, 25.6580], [0.2141, 22.1485, 20.6087], [-6.1751, 27.7782, 19.2603], [-7.5125, 24.7758, 24.3053], [4.5083, 19.1617, 22.1723], [-2.4163, 21.6261, 26.8625], [3.2821, 20.1359, 16.8894], [1.3618, 19.9262, 23.8740], [-2.9167, 14.9703, 22.3866], [4.7382, 21.6540, 20.9298], [-9.2409, 16.9637, 18.4451], [2.7303, 28.1451, 19.0047], [-1.5178, 16.4098, 24.2209], [-0.9144, 14.8545, 14.9607], [-3.2845, 26.8511, 17.1833], [-8.4622, 17.8085, 19.3160], [-7.4337, 23.3914, 24.0361], [2.6951, 28.6270, 20.3760], [-1.7042, 14.9063, 16.1168], [-1.9780, 20.5722, 27.7251], [-0.8369, 21.9816, 19.5834], [-1.8516, 18.1576, 27.7795], [3.2078, 30.0573, 20.2552], [-1.5661, 12.4180, 16.1489], [-7.7455, 23.6984, 21.6900], [-7.4118, 17.8118, 21.5015], [-0.8425, 23.0944, 14.4982], [-1.7211, 20.9543, 20.1561], [3.1148, 30.7087, 21.6422], [-7.9025, 22.9589, 26.3862], [1.3180, 28.3904, 20.8771], [1.6523, 30.5941, 22.1678], [-3.4990, 13.6754, 14.9917], [-1.3866, 23.3642, 19.3307], [1.9185, 20.1041, 17.2293], [-8.5071, 17.1375, 20.6601], [-2.4080, 14.0994, 18.6775], [-2.1662, 22.0390, 29.6470], [-2.4036, 19.4763, 29.7972], [-8.2585, 15.5798, 20.5960], [4.5344, 22.3212, 18.5045], [-0.0994, 24.7700, 24.7618], [1.0021, 27.4005, 15.9747], [-2.8370, 20.7621, 19.1627], [1.1790, 29.1365, 22.1966], [-1.9029, 24.1003, 20.5992], [-1.7316, 21.8913, 14.2341], [-0.4022, 27.5941, 15.1902], [-6.5309, 21.6540, 22.5361], [-3.2185, 13.7353, 17.4955], [-2.3694, 21.3399, 21.5255], [-0.2215, 24.1541, 18.7094], [-2.4902, 13.6832, 16.2226], [-2.4157, 16.2313, 22.0219], [2.6479, 30.9839, 19.1906], [0.3831, 14.6131, 17.5140], [-2.7596, 20.7315, 28.9895], [-1.7731, 15.4404, 18.4802], [-5.4161, 27.0112, 18.3185], [1.2623, 26.8879, 21.0354], [-2.5279, 23.1186, 18.3458], [-6.4968, 16.7088, 18.0207], [-5.5741, 23.5095, 25.7319], [-4.2931, 20.8673, 28.9233], [-4.9664, 23.5100, 14.0801], [-4.1111, 27.7672, 17.8590], [2.3271, 19.7792, 22.8413], [-7.1463, 17.9956, 18.6281], [-6.0359, 17.9289, 20.8984], [-0.8846, 19.7084, 20.2757], [-6.1721, 18.6730, 19.5477], [3.7175, 19.5577, 23.3136], [3.7901, 22.1079, 19.9426], [-3.5609, 19.1772, 26.2017], [-2.6165, 18.1526, 29.0683], [0.4173, 23.4002, 24.2945], [-0.6228, 16.9311, 16.8388], [-6.8394, 22.8167, 25.2655], [-9.9466, 17.3662, 21.1309], [-6.5594, 21.3497, 25.0829], [-3.5070, 22.0519, 18.7941], [-5.8577, 21.0034, 23.7262], [-2.1898, 19.3624, 26.8758], [-1.1902, 19.4198, 25.7283], [1.2460, 21.2429, 16.4587], [4.6432, 29.7937, 19.8788], [-2.3497, 17.0967, 23.3301], [-7.4722, 18.8909, 17.3859], [-4.5602, 24.1986, 15.3684], [0.1918, 28.8391, 19.9772], [-5.4401, 23.8846, 22.4847], [-6.7921, 23.1805, 22.7167], [-0.9263, 15.4477, 17.2460], [-4.1966, 21.8168, 17.9607], [-3.9727, 14.6812, 14.8674], [-7.3655, 17.3865, 22.4926], [-3.6407, 12.7274, 17.6778], [2.2921, 20.6881, 22.2468], [-1.1066, 24.1250, 21.3494], [-7.3137, 22.6847, 27.2733], [-2.4677, 14.3576, 21.8119], [2.7491, 30.5823, 18.1677], [-0.1551, 25.4028, 23.8614], [-4.8137, 23.4784, 24.9751], [4.8486, 29.5679, 18.8505], [-5.8486, 24.5183, 26.0570], [-5.4969, 18.5263, 21.6415], [-1.1250, 24.6450, 25.1620], [-0.2507, 28.2825, 14.3664], [0.9862, 19.0745, 24.1551], [-10.0968, 17.1321, 22.1908], [-7.2979, 15.2760, 20.2092], [-7.0827, 16.3309, 17.2033], [-3.6682, 17.9968, 28.8639], [3.2314, 31.8998, 19.2350], [-5.2340, 24.1831, 16.2379], [1.8350, 27.0968, 15.3204], [0.1724, 21.2531, 16.7337], [-2.1052, 22.6970, 17.4276], [1.7900, 28.6835, 23.0282], [4.9891, 21.3705, 18.2348], [-3.8807, 24.8009, 13.0976], [-3.5359, 20.0289, 19.5654], [-4.5998, 21.5338, 28.1063], [-0.7637, 18.1055, 27.9574], [-5.9569, 26.7447, 17.3791], [-3.4151, 17.2597, 23.6684], [-3.6208, 28.1716, 18.7482], [0.8791, 14.4196, 16.5498], [-2.6029, 20.3841, 22.0106], [-6.0049, 20.9747, 25.9511], [-2.5642, 27.2855, 16.6758], [-2.0419, 25.1607, 20.3371], [-1.6767, 13.3251, 18.9008], [-0.0730, 29.9006, 19.9809], [-2.1688, 22.8376, 28.8848], [-3.6428, 19.9554, 25.4047], [-2.8049, 22.3543, 30.4635], [-9.9099, 17.5595, 18.0612], [0.0554, 17.3994, 17.5605], [1.0925, 15.1786, 18.1264], [-2.8164, 22.6292, 12.8437], [0.1458, 29.0239, 22.5849], [-1.5860, 17.4140, 17.0338], [-0.8318, 26.6496, 14.8079], [-5.9963, 23.7822, 13.8713], [-5.4929, 24.9917, 22.4676], [-0.5642, 19.5086, 19.2375], [2.8940, 21.4918, 19.9640], [-3.0170, 16.7261, 21.2263], [1.6099, 31.2792, 19.4067], [-8.2723, 15.2553, 21.6441], [-3.5058, 18.1647, 25.7779], [-2.1389, 17.2508, 27.1912], [-6.6012, 25.0767, 24.4113], [-5.1103, 26.1029, 18.8620], [-4.8349, 19.9193, 28.7900], [5.4977, 22.2450, 20.7761], [-2.4171, 20.3203, 18.2358], [-1.1197, 21.9349, 29.9662], [-2.6694, 16.0463, 18.2712], [-4.9198, 22.4337, 14.1777], [-4.4660, 28.6070, 17.2365], [-1.6183, 21.8543, 22.1052], [-7.4490, 21.0899, 22.3389], [-9.0287, 15.1148, 19.9929], [-0.1839, 19.5723, 26.1279], [1.7498, 28.6795, 17.1368], [-2.8321, 23.6759, 20.9380], [3.5547, 27.6488, 19.0185], [1.5752, 30.9491, 23.1825], [-2.1122, 15.8239, 24.6888], [-4.4781, 19.2206, 26.7730], [1.7025, 22.2270, 16.6338], [-1.5967, 18.9686, 20.6410], [-10.2173, 18.3721, 20.8599], [-1.3299, 20.9126, 14.4380], [-5.1830, 18.6655, 19.0745], [-1.3555, 19.6817, 30.0412], [3.2688, 20.1257, 15.9323], [-0.6967, 28.2491, 20.2357], [0.9760, 31.2211, 21.5796], [1.7548, 20.0403, 18.3032], [3.7919, 30.2669, 22.3728], [0.8810, 26.7304, 16.8453], [0.8691, 24.7426, 26.4257], [4.1300, 20.4147, 23.8549], [-10.6002, 16.6714, 20.5800], [-3.5496, 23.8914, 15.6924], [-5.5948, 17.1452, 17.5752], [3.9066, 22.7136, 17.7044], [-8.6959, 22.2445, 26.2146], [-6.5143, 19.1378, 16.9035], [-0.2287, 14.2602, 15.3372], [-2.2329, 17.3148, 29.6545], [5.2101, 30.7205, 20.0893], [1.1124, 26.3756, 20.1166], [-7.9835, 19.8482, 17.6618], [-2.5351, 21.9657, 14.9695], [4.6382, 19.9472, 21.6236], [0.4457, 26.6666, 21.7472], [-7.4413, 23.5626, 20.6213], [3.6326, 18.7146, 24.0363], [-0.6860, 28.8513, 16.5561], [-4.1396, 22.4054, 19.6010], [-1.9513, 18.0957, 23.1041], [3.5222, 23.1349, 20.2210], [1.3453, 21.5793, 14.5185], [2.2064, 26.5866, 21.4598], [-0.1583, 23.0294, 23.4576], [1.9560, 18.9729, 22.2255], [-4.2293, 12.8547, 15.1015], [-3.2941, 21.9483, 21.5215], [-7.7427, 18.8389, 21.6615], [-3.0781, 24.0546, 18.1417], [-4.1527, 14.3255, 17.4160], [-5.1903, 23.6022, 21.4501], [-1.2146, 15.7676, 19.3754], [0.0905, 22.8466, 12.8849], [-3.1052, 14.0526, 19.5237], [0.4994, 28.5242, 18.9691], [-0.5548, 23.1211, 15.5521], [-0.0793, 19.7404, 21.0094], [-2.8962, 13.4494, 14.0890], [-6.2654, 15.8999, 18.7046], [-1.3623, 16.1694, 21.6795], [-1.5639, 22.0548, 26.6721], [-3.8911, 25.9552, 15.6714], [-1.4456, 23.9983, 14.3058], [-8.7069, 23.2115, 21.8814], [-8.3717, 23.9403, 26.5973], [-4.6255, 23.5690, 23.1137], [1.4740, 23.5039, 24.0014], [-0.9655, 12.5332, 15.2628], [-1.0010, 12.2600, 17.0917], [-5.4958, 17.0135, 20.7046], [3.3645, 31.7696, 21.5984], [-7.8859, 24.7567, 21.8411], [-6.5215, 19.7172, 19.7435], [-1.2354, 18.4679, 25.2168], [-2.8698, 19.4935, 30.7875], [5.0798, 29.0238, 20.5449], [-5.1771, 22.9267, 26.5895], [0.8355, 21.7436, 25.1726], [1.5021, 19.1915, 16.8047], [-2.1131, 11.4798, 16.1042], [-4.7881, 21.2254, 23.7215], [-0.2785, 16.9844, 15.8219], [-7.0876, 27.5729, 19.1072], [-0.5109, 25.0672, 18.2043], [0.2279, 23.4263, 18.0003], [0.1170, 13.6565, 17.8766], [-7.5258, 20.8399, 25.1137], [-8.1150, 18.2486, 16.7770], [-5.8524, 19.9106, 23.5736], [0.8326, 22.6225, 20.0360], [0.5609, 24.3931, 19.4528], [-4.5982, 21.1920, 29.9196], [-5.8884, 21.4991, 21.6652], [6.1828, 23.3820, 18.1217], [-1.4386, 20.1803, 25.0019]], "total_energy_ev": -135457.5131, "lumo_ha": 0.0038, "charge": 0, "relative_energy_ev": 2.230}